# 1
Here is a cluster of 11 separate species, C27H76O11 in total from the Open Molecules 2025 dataset. Energies are from the ωB97M-V functional and the def2-TZVPD basis.

Results
**Kohn-Sham gap**: 10.158 eV
**SMILES**: CC(C)O.CC(C)O.CC(C)O.CC(C)O.CC(C)O.CCO.CCO.CCO.CCO.CCO.CCO
**Lowest unoccupied orbital energy**: 0.263 eV

Last column: Mulliken charge in e.
Geometry (Å):
H (-0.88243, -5.97332, 5.36873)  0.407
C (-1.78571, -6.49397, 5.05076)  -1.424
H (-3.63394, 1.21815, 9.80861)  0.304
H (4.49052, -6.03108, -0.31983)  0.340
C (-7.97879, -3.50447, 1.19059)  -0.278
H (-5.05894, -0.19726, -6.70193)  0.298
H (7.00981, 2.02592, -0.11935)  0.265
H (0.59044, -1.65641, -6.04191)  0.293
H (0.42272, -2.48696, -8.50420)  0.256
C (5.20632, 2.83702, -5.31557)  -0.964
H (-6.16212, -2.63095, -7.40265)  0.303
H (-2.67955, -5.91373, 5.27981)  0.381
C (-1.44152, -0.65065, 0.76518)  0.358
C (-5.49894, -0.60542, -5.79202)  -0.923
C (-1.75831, -7.94331, 5.70239)  0.573
C (-4.92991, 1.23050, 8.51112)  -0.157
C (-0.17227, 7.50807, -3.74246)  0.544
H (3.47679, 9.75114, 0.64310)  0.304
H (3.84069, -6.61968, 1.26802)  0.275
H (0.93582, 10.07639, 3.18946)  0.323
H (4.31577, 1.26063, -3.98124)  0.255
H (-2.00581, 7.35264, -4.81136)  0.370
H (-2.70965, -8.41067, 5.44816)  0.218
H (0.47156, -1.05766, 0.11411)  0.353
C (2.49340, 9.22607, 2.11714)  0.554
H (-6.29150, -0.53062, 8.58449)  0.298
H (7.45272, 3.78430, 2.23900)  0.283
H (-0.60812, -9.25549, 4.42603)  0.317
O (2.99481, 2.11463, -5.46056)  -0.490
H (-6.56493, 0.74344, 7.39177)  0.328
H (-0.40278, -2.41616, 0.91770)  0.304
H (8.16576, 3.94912, 0.60914)  0.252
O (5.55313, -8.25898, 0.65791)  -0.543
H (0.38626, -1.02588, 1.78883)  0.380
H (1.87089, -3.20123, -6.64641)  0.257
H (0.75327, -4.49557, -6.20367)  0.263
H (5.07232, -7.29752, 3.04663)  0.303
H (2.82055, 2.96014, -5.04060)  0.287
H (1.45386, 7.24903, 1.80863)  0.325
H (6.23318, 2.65617, -4.99788)  0.308
H (6.31837, -6.07842, 3.10593)  0.378
H (5.75208, -8.25747, -0.28125)  0.312
H (-10.19106, -3.64244, 0.77992)  0.292
O (-7.74039, -2.15749, 0.95591)  -0.518
H (-2.05483, -0.74172, 1.66165)  0.316
H (-0.47006, 9.35405, -4.84889)  0.355
H (1.34370, 7.90215, 3.46101)  0.358
C (7.82643, 3.24483, 1.36870)  -0.167
H (9.40180, 2.74819, 2.15408)  0.296
O (-3.98376, 0.56169, 9.20174)  -0.499
C (-5.79736, 0.16856, 7.90988)  -1.075
H (6.43728, 1.65084, 1.61528)  0.299
C (6.04832, -7.02769, 2.64325)  -1.226
H (4.97045, -5.18710, 1.22701)  0.286
C (-0.55922, -8.76414, 5.39778)  -1.206
C (-0.19699, -1.34579, 0.92536)  -1.295
H (-1.54417, 5.87767, -3.83925)  0.313
H (-6.29632, -2.28661, -4.57887)  0.235
H (-6.82688, -2.14842, 0.66088)  0.310
H (-9.49461, -4.95295, 1.73470)  0.325
H (-1.86960, -6.60759, 3.96994)  0.350
H (1.68011, 11.30384, 2.27029)  0.350
C (0.29920, -3.50188, -8.12633)  -0.831
C (-1.13044, 0.77744, 0.52141)  -1.239
H (-7.24374, -3.85118, 1.91694)  0.290
H (6.85343, -7.73728, 2.83400)  0.300
C (0.32784, 8.65685, -4.59324)  -1.233
O (-6.68716, -2.45104, -6.61934)  -0.503
H (-4.47452, 1.90377, 7.78488)  0.246
H (-0.31463, 0.92879, -0.18544)  0.299
H (-1.45412, -1.15746, -1.03610)  0.357
H (4.59850, 0.86408, -5.63052)  0.219
H (-7.66661, -4.10724, 0.33776)  0.282
H (0.48154, 10.17487, 1.54974)  0.310
C (-5.82369, -2.11623, -5.54620)  -0.244
O (2.93424, 8.97935, 0.82080)  -0.506
H (-5.46679, 1.85689, 9.22349)  0.272
C (-9.47054, -3.87674, 1.56355)  -0.975
H (0.79790, 8.27019, -5.49747)  0.305
H (-0.75841, 6.23486, -5.34202)  0.329
C (4.28314, 1.68393, -4.98516)  -0.190
H (-1.97551, 1.44628, 0.35828)  0.332
H (0.31291, -8.11813, 5.29700)  0.273
H (5.26847, 3.00084, -6.39140)  0.278
H (1.10341, 9.12495, -3.98703)  0.346
H (-0.77023, 1.21030, 1.45468)  0.379
H (2.72858, 7.13475, 2.88599)  0.344
O (8.75292, 2.31251, 1.59663)  -0.477
C (0.83887, -3.54281, -6.72619)  -0.266
O (-2.06944, -1.15812, -0.29923)  -0.543
C (1.35147, 10.26694, 2.20001)  -1.208
H (-0.51277, 7.86522, -2.77056)  0.227
H (-1.66278, -6.85386, 7.33551)  0.318
H (-0.75909, -3.76215, -8.10702)  0.245
H (0.90457, -4.20148, -8.70268)  0.309
H (4.81222, 3.78906, -4.96005)  0.297
C (1.96413, 7.84314, 2.56676)  -1.366
C (4.66045, -6.11854, 0.75328)  -0.987
H (1.56511, 7.21313, -3.09519)  0.285
H (-9.67358, -3.45455, 2.54774)  0.270
C (-1.20245, 6.70319, -4.46361)  -1.322
H (-4.86990, -0.30119, -4.95545)  0.291
O (-1.86520, -7.74787, 7.05026)  -0.563
H (-4.96375, -2.76867, -5.39475)  0.238
H (3.26901, 9.46808, 2.84374)  0.214
H (-0.26166, -9.46257, 6.17992)  0.357
C (6.72280, 2.39026, 0.86706)  -1.108
H (6.82625, -6.58601, 0.72028)  0.307
O (0.18668, -2.52255, -5.95023)  -0.527
H (5.85019, 3.00944, 0.65903)  0.358
O (0.88655, 6.66045, -3.48978)  -0.521
H (-5.29320, -0.47677, 7.19052)  0.282
H (-6.28008, 0.14242, -5.65543)  0.305
C (5.87129, -6.93803, 1.11045)  0.257

# 2
Here is a cluster of 2 separate species, C2H7N4O in total from the Open Molecules 2025 dataset. Energies are from the ωB97M-V functional and the def2-TZVPD basis.

Results
**Total charge**: +1
**Kohn-Sham gap**: 9.164 eV
**Lowest unoccupied orbital energy**: -5.362 eV

Last column: Mulliken charge in e.
Geometry (Å):
H (-1.69556, -1.52552, -0.26154)  0.346
H (0.50557, 0.87017, 2.40137)  0.279
H (2.11987, -0.46637, -0.26890)  0.325
N (-0.79867, -1.88054, -0.64595)  -0.266
H (-0.88669, 0.79648, 1.41701)  0.242
N (0.33040, -0.73864, 1.15545)  -0.083
C (0.16553, 0.63183, 1.41198)  -0.570
H (-3.50269, 1.66478, 0.04167)  0.265
H (0.49352, 1.16330, 0.44982)  0.310
N (-2.61902, 1.11339, 0.16752)  -0.076
C (0.18995, -1.33642, -0.00881)  0.609
O (-2.81618, -0.11031, 0.29647)  -0.288
N (1.47591, -1.17074, 0.22039)  -0.404
H (-0.59690, -2.30686, -1.60657)  0.312

# 3
Here is the molecule C5H7NO from the Open Molecules 2025 dataset. Energies are from the ωB97M-V functional and the def2-TZVPD basis.

Results
**Kohn-Sham gap (spin up / spin down)**: 7.758 / 7.757 eV
**Lowest unoccupied orbital energy (spin up / spin down)**: -0.045 / -0.046 eV

Last column: Mulliken charge in e.
Geometry (Å):
H (0.18053, 1.44819, 0.77120)  0.287
C (0.28272, 0.42018, 0.47475)  -0.866
C (-2.11139, 0.24865, 0.03142)  -1.239
C (1.43957, -0.11439, -0.10062)  0.630
C (-0.58681, -1.74930, 0.07668)  -0.480
H (2.65521, 1.34113, 0.65194)  0.210
N (2.56665, 0.67582, -0.10506)  -0.417
H (-1.17926, -2.33869, -0.63187)  0.267
H (3.42319, 0.43121, -0.57251)  0.230
H (-3.01779, -0.32449, 0.22054)  0.357
H (-2.13513, 1.20867, 0.54790)  0.348
O (1.32302, -1.27644, -0.62430)  -0.588
H (-2.04524, 0.45131, -1.04715)  0.278
C (-0.79527, -0.42184, 0.30708)  0.985